Arrangement A

Here is 2 unconnected molecules or ions with the total composition C6H8ClN from OMol25. Energies are from ωB97M-V/def2-TZVPD.

```
16
Properties=species:S:1:pos:R:3:mulliken_charge:R:1
C -2.1162 1.4315 -0.0060 -0.57
C -0.7349 1.7496 -0.0166 -0.53
C -2.2315 0.0697 -0.0878 -0.36
C -0.1075 0.5510 -0.1186 0.11
C -0.6600 -1.8689 -0.2457 -0.87
C 3.9785 0.1720 0.2997 -0.53
N -0.9779 -0.4721 -0.1560 0.16
Cl 2.3877 0.1075 -0.3622 -0.03
H -2.9156 2.1424 0.0559 0.39
H -0.2923 2.7232 0.0280 0.41
H -3.1028 -0.5541 -0.1098 0.35
H -1.5031 -2.4047 -0.6823 0.31
H 0.2182 -2.0058 -0.8776 0.32
H -0.4490 -2.2885 0.7418 0.27
H 4.1459 -0.5237 1.1062 0.27
H 4.3605 1.1708 0.4311 0.29
```

Properties
**Charge**: 0
**LUMO energy (spin up / spin down)**: -0.012 / -0.015 Ha
**Spin multiplicity**: 1
**Molar mass**: 129.59 g/mol


Arrangement B

Here is a molecular structure, C6H8ClN from OMol25. Energies are from ωB97M-V/def2-TZVPD.

```
16
Properties=species:S:1:pos:R:3:mulliken_charge:R:1
C 0.0166 0.6524 -0.0314 0.10
C 0.0820 -0.2343 1.2490 -0.60
C 0.0721 -1.3579 0.1968 -0.40
C -1.2741 -1.1553 -0.4851 -0.71
C -1.3072 0.1675 -0.6416 -0.47
C 0.9051 -0.4090 -0.6836 0.08
H -0.2997 2.6471 0.2663 0.27
H 1.2725 2.1383 0.1389 0.27
H -0.7771 -0.1976 1.9177 0.32
H 1.0002 -0.1324 1.8000 0.29
H 0.4559 -2.3328 0.4146 0.48
H -1.9621 -1.8853 -0.8449 0.47
H -2.0569 0.8632 -1.0478 0.40
H 0.8364 -0.4729 -1.7814 0.37
N 0.3533 2.0303 -0.1985 -0.65
Cl 2.6829 -0.3213 -0.2692 -0.21
```

Properties
**Charge**: 0
**LUMO energy**: 0.038 Ha
**Spin multiplicity**: 1
**Molar mass**: 129.59 g/mol


Arrangement C

Here is C6H8ClN in the gas phase from OMol25. Energies are from ωB97M-V/def2-TZVPD.

```
16
Properties=species:S:1:pos:R:3:mulliken_charge:R:1
C 1.8564 -1.6843 0.9047 -1.50
C 0.6932 -0.6967 0.9973 1.66
C -0.7308 -1.2115 0.6960 -1.13
C -1.3219 -0.5276 -0.2431 -0.24
C -0.3745 0.5388 -0.6833 0.33
C 0.9277 0.2832 -0.1182 -0.85
H 2.7881 -1.0833 0.9961 0.36
H 1.8414 -2.3088 -0.0255 0.35
H 1.7369 -2.4271 1.6383 0.45
H 1.4815 0.0674 2.7332 0.31
H 0.0884 1.0437 2.1844 0.33
H -1.1694 -2.0126 1.4520 0.23
H -2.2052 -0.5987 -0.8492 0.44
H 1.5723 1.2833 -0.3164 0.19
N 0.5278 -0.0681 2.4051 -0.74
Cl -0.9487 1.5471 -1.9982 -0.20
```

Properties
**Charge**: 0
**LUMO energy**: 0.014 Ha
**Spin multiplicity**: 1
**Molar mass**: 129.59 g/mol
**SMILES**: C[C@]1(N)C=CC(Cl)=C1


Pick arrangement B: it beats the second-best structure by 0.0524 hartree.